# 1
Formula: C34H47P2S2Si4TcTe
Source: the Open Molecules 2025 dataset
Level of theory: ωB97M-V/def2-TZVPD

Spin multiplicity   2
Net charge   +1
Calculated total energy   -117269.598 eV
F_max   1.5 eV Å⁻¹
Expectation value of S²   0.795

Last column: Löwdin spin population.
CARTESIAN COORDINATES (ANGSTROEM)
Tc  0.908  -0.985  -1.114  0.904
S  3.121  -1.259  -0.548  0.020
P  2.901  0.808  -0.612  0.016
C  1.268  1.061  -1.151  0.049
P  0.783  1.200  -2.808  0.015
S  0.280  -0.747  -3.306  0.055
C  1.987  1.840  -3.973  0.000
C  2.825  0.975  -4.673  0.002
C  3.794  1.492  -5.521  0.000
C  3.926  2.865  -5.673  0.001
C  3.098  3.731  -4.970  0.000
C  2.135  3.222  -4.114  0.001
C  -0.709  2.198  -2.948  0.002
C  -1.094  2.767  -4.160  0.002
C  -2.311  3.427  -4.262  0.000
C  -3.147  3.513  -3.158  0.002
C  -2.770  2.938  -1.950  0.000
C  -1.557  2.281  -1.842  0.003
C  3.126  1.434  1.067  0.001
C  2.146  1.263  2.039  0.003
C  2.374  1.720  3.325  0.000
C  3.571  2.344  3.655  0.002
C  4.546  2.515  2.692  0.000
C  4.324  2.060  1.401  0.001
C  4.236  1.577  -1.530  0.001
C  4.199  2.963  -1.699  0.000
C  5.239  3.606  -2.347  0.000
C  6.315  2.869  -2.829  0.000
C  6.349  1.492  -2.669  0.000
C  5.309  0.840  -2.020  0.001
H  2.716  -0.097  -4.562  0.001
H  4.442  0.821  -6.069  0.000
H  4.675  3.264  -6.343  0.000
H  3.204  4.801  -5.087  0.000
H  1.499  3.899  -3.557  0.000
H  -0.459  2.688  -5.032  0.000
H  -2.604  3.871  -5.203  0.000
H  -4.096  4.028  -3.240  0.000
H  -3.423  3.006  -1.089  0.000
H  -1.256  1.846  -0.897  0.000
H  1.200  0.797  1.790  0.000
H  1.618  1.595  4.077  0.000
H  3.738  2.699  4.663  0.000
H  5.480  3.002  2.939  0.000
H  5.095  2.194  0.656  0.000
H  3.362  3.537  -1.316  0.000
H  5.215  4.680  -2.474  0.000
H  7.130  3.373  -3.332  0.000
H  7.187  0.922  -3.048  0.000
H  5.336  -0.235  -1.896  0.001
C  0.190  -1.688  3.906  0.000
Si  -1.604  -1.282  3.634  -0.002
C  -2.611  -1.860  5.098  -0.001
C  -1.895  0.540  3.386  0.000
Si  -2.452  -2.459  1.845  -0.008
Te  -1.105  -2.186  -0.320  -0.063
Si  -4.513  -1.672  1.086  -0.001
C  -5.757  -1.886  2.453  0.000
C  -4.330  0.126  0.624  0.000
C  -5.011  -2.651  -0.418  -0.002
Si  -2.287  -4.778  2.058  -0.002
C  -0.565  -5.183  2.642  0.000
C  -2.620  -5.589  0.417  0.000
C  -3.555  -5.322  3.309  -0.001
H  0.581  -1.089  4.732  0.000
H  0.802  -1.492  3.023  0.000
H  0.317  -2.740  4.166  0.000
H  -2.322  -1.314  6.001  0.000
H  -2.458  -2.925  5.289  0.000
H  -3.680  -1.699  4.938  0.000
H  -1.453  1.092  4.215  0.000
H  -2.963  0.763  3.383  0.000
H  -1.477  0.918  2.451  0.000
H  -5.511  -1.266  3.318  0.000
H  -5.816  -2.923  2.788  0.000
H  -6.749  -1.590  2.100  0.000
H  -4.206  0.758  1.505  0.000
H  -5.218  0.466  0.084  0.000
H  -3.462  0.274  -0.025  0.000
H  -5.252  -3.685  -0.161  0.000
H  -4.217  -2.668  -1.168  -0.002
H  -5.896  -2.203  -0.877  0.000
H  0.192  -4.675  2.039  0.000
H  -0.386  -6.260  2.571  0.000
H  -0.423  -4.887  3.684  0.000
H  -1.932  -5.247  -0.360  0.000
H  -3.638  -5.400  0.071  0.000
H  -2.493  -6.670  0.524  0.000
H  -3.415  -4.833  4.275  0.000
H  -3.471  -6.401  3.463  0.000
H  -4.571  -5.112  2.968  0.000

---

# 2
Formula: C34H48BF3N10O4PS2SbTi
Source: the Open Molecules 2025 dataset
Level of theory: ωB97M-V/def2-TZVPD

Spin multiplicity   1
Net charge   +4
Calculated total energy   -128543.264 eV
F_max   1.9 eV Å⁻¹

Last column: Mulliken charge in e.
CARTESIAN COORDINATES (ANGSTROEM)
Ti  0.510  0.181  1.211  -1.915
C  -4.302  2.554  0.056  -0.697
N  -3.530  2.647  1.307  0.307
C  -3.891  3.376  2.429  -0.815
C  -2.920  3.186  3.345  -0.421
N  -1.965  2.351  2.776  0.487
B  -0.588  2.039  3.392  1.355
N  0.333  3.280  3.297  0.543
C  0.188  4.446  4.043  -0.406
C  1.144  5.308  3.650  -0.851
N  1.878  4.665  2.664  0.194
C  3.037  5.247  1.971  -0.736
C  1.371  3.437  2.478  -0.343
S  1.990  2.259  1.361  -0.322
C  -2.369  2.031  1.548  -0.838
S  -1.661  0.876  0.463  0.212
H  -5.198  3.155  0.162  0.350
H  -4.586  1.522  -0.134  0.328
H  -3.709  2.933  -0.773  0.240
H  -4.800  3.957  2.472  0.499
H  -2.844  3.554  4.357  0.590
H  -0.667  1.610  4.509  -0.013
H  -0.055  1.184  2.670  -0.406
H  -0.570  4.564  4.801  0.481
H  1.371  6.310  3.984  0.553
H  2.755  5.608  0.984  0.272
H  3.824  4.504  1.879  0.274
H  3.411  6.077  2.562  0.357
N  -0.554  -1.233  2.799  -0.594
C  -0.634  -2.597  2.211  0.130
C  -2.045  -2.970  1.731  -0.709
C  -2.160  -4.478  1.461  -1.059
C  -3.582  -4.947  1.111  -0.924
N  -3.755  -5.168  -0.334  0.057
C  -4.634  -6.019  -0.871  0.854
N  -4.611  -6.257  -2.181  -0.293
N  -5.535  -6.622  -0.106  -0.344
C  0.292  -2.572  1.023  -0.050
O  1.017  -3.498  0.721  -0.917
O  0.253  -1.422  0.363  1.485
H  0.114  -1.222  3.561  0.306
H  -1.442  -0.938  3.182  0.319
H  -0.272  -3.348  2.904  0.619
H  -2.293  -2.385  0.839  0.119
H  -2.756  -2.686  2.512  0.642
H  -1.837  -5.014  2.355  0.370
H  -1.473  -4.778  0.665  0.416
H  -4.317  -4.221  1.463  0.424
H  -3.772  -5.886  1.628  0.546
H  -3.102  -4.739  -0.970  0.035
H  -3.904  -5.853  -2.773  0.113
H  -5.284  -6.865  -2.616  0.218
H  -5.622  -6.426  0.875  0.170
H  -6.189  -7.281  -0.496  0.214
N  3.518  -3.632  0.485  -0.060
C  3.849  -2.779  1.679  -1.290
P  3.358  -1.048  1.306  1.367
O  3.238  -0.934  -0.178  -0.383
O  2.130  -0.676  2.143  -0.286
C  4.814  -0.014  1.772  -0.945
N  5.006  1.063  0.741  0.077
H  2.493  -3.636  0.370  0.147
H  3.839  -4.592  0.611  0.449
H  3.924  -3.253  -0.369  0.338
H  4.910  -2.847  1.908  0.587
H  3.288  -3.166  2.524  0.421
H  5.712  -0.628  1.785  0.599
H  4.685  0.447  2.750  0.364
H  4.843  0.696  -0.202  0.214
H  5.941  1.470  0.783  0.483
H  4.312  1.805  0.885  -0.209
F  5.299  1.520  -5.901  -0.294
C  4.400  1.405  -4.935  0.068
C  4.667  0.554  -3.877  -1.123
C  3.721  0.425  -2.868  -0.450
C  2.528  1.149  -2.927  0.846
C  2.290  2.010  -4.003  -0.762
C  3.229  2.136  -5.017  -0.814
Sb  0.923  0.962  -1.554  0.962
C  -0.172  -0.627  -2.463  0.371
C  -1.565  -0.676  -2.517  -0.096
C  -2.223  -1.868  -2.802  -0.711
C  -1.460  -2.992  -3.019  0.283
F  -2.099  -4.182  -3.211  -0.379
C  -0.082  -2.978  -3.045  -1.023
C  0.558  -1.780  -2.757  -0.503
C  -0.137  2.736  -2.005  0.834
C  -1.191  2.747  -2.919  -0.434
C  -1.897  3.916  -3.173  -0.925
C  -1.535  5.066  -2.499  0.188
F  -2.218  6.183  -2.721  -0.323
C  -0.475  5.097  -1.612  -0.579
C  0.226  3.924  -1.370  -0.913
H  5.598  -0.001  -3.868  0.553
H  3.902  -0.275  -2.069  0.817
H  1.379  2.596  -4.060  0.426
H  3.063  2.791  -5.865  0.510
H  -2.161  0.205  -2.331  0.379
H  -3.305  -1.923  -2.860  0.505
H  0.464  -3.881  -3.291  0.518
H  1.642  -1.749  -2.763  0.509
H  -1.452  1.858  -3.476  0.774
H  -2.702  3.950  -3.897  0.515
H  -0.206  6.036  -1.142  0.497
H  1.073  3.952  -0.698  0.474